# C5H13NO2

2 unconnected molecules or ions with the total composition C5H13NO2 (ωB97M-V/def2-TZVPD, OMol25).

Calculated values
F_max: 2.6 eV Å⁻¹
LUMO level: 0.85 eV
ΔE to the lowest compared entry with this formula, charge and spin: 251.9 kJ/mol
HOMO energy: -0.332 Eh
calculated total energy: -10979.2685 eV
SMILES string: CCNCCC=O.O
Kohn-Sham gap: 9.898 eV

```
21
Properties=species:S:1:pos:R:3:forces:R:3
C -1.54178 0.95472 -0.36121 1.0975 0.6065 2.2571
N -0.35421 0.76023 0.53464 0.4418 0.7131 -0.9475
C 0.76054 1.62991 0.20030 1.2277 1.1353 -0.8171
C 2.10863 0.88773 0.24496 0.0998 0.9801 -0.1203
C 1.96223 -0.53664 -0.26482 0.4609 2.1784 1.2979
O 2.51695 -1.43713 0.29625 -0.3464 -0.9079 -0.7598
C -2.07296 2.40163 -0.30571 -1.4241 -1.3732 -1.7033
H -1.21759 0.71337 -1.36935 -0.0756 -0.2851 -0.0016
H -2.22335 0.22688 0.06417 -0.6092 -0.0528 -0.6620
H -0.51721 0.89723 1.52347 -0.7165 -0.1775 -0.0873
H 0.85531 2.60981 0.70972 -0.1862 -0.6521 0.9705
H 0.73697 2.14303 -0.77985 -0.8264 -1.1620 -0.3871
H 2.77196 1.45806 -0.43051 0.0336 -0.4132 0.0317
H 2.59396 0.96072 1.21796 -0.1426 -0.4946 0.1204
H 1.30475 -0.49870 -1.14611 0.0040 -1.1822 -0.3578
H -2.61118 2.53353 -1.26152 0.5253 0.3957 -0.0387
H -2.93668 2.50289 0.34824 0.6413 0.3045 0.8925
H -1.25818 3.10782 -0.23957 -0.2167 0.3662 0.3108
H -1.39257 -4.16861 -0.24095 0.4344 0.5094 -1.0335
H -2.41935 -4.57769 0.57447 -1.2177 -0.3473 0.6686
O -2.35411 -4.17899 -0.28965 0.7952 -0.1412 0.3666
```
Positions in Å, forces in eV/Å.